{
  "formula": "C2H6ClNO3S",
  "method": "ωB97M-V/def2-TZVPD",
  "species": ["C", "C", "N", "O", "O", "O", "S", "Cl", "H", "H", "H", "H", "H", "H"],
  "coordinates": [[2.5614, 0.0639, -1.4185], [0.4140, -0.0658, -0.5998], [-0.7392, -0.2011, 1.9671], [0.3495, 1.9321, 0.9634], [-1.9049, 0.9758, 0.1894], [1.5633, 0.4308, -0.7561], [-0.5190, 0.8765, 0.6311], [-3.6207, -1.3835, -0.1492], [-2.9777, -0.3347, -0.1059], [2.4972, -0.6240, -2.2625], [3.4588, 0.6502, -1.3297], [-0.1116, -0.8988, -1.0841], [-1.1944, -1.0214, 1.5297], [0.2234, -0.4002, 2.4251]],
  "mulliken_charge": [-0.3001, -0.2417, -0.5237, -0.5924, -0.6747, -0.1243, 0.9529, -0.3042, 0.3792, 0.2249, 0.2846, 0.3445, 0.2833, 0.2918],
  "spin_multiplicity": 1,
  "homo_lumo_gap_ev": [8.1, 8.3],
  "total_charge": 0,
  "de_lowest_kj_mol": 378.0,
  "e_homo_ev": [-8.621, -8.637]
}

{
  "formula": "C2H6ClO2",
  "method": "ωB97M-V/def2-TZVPD",
  "species": ["O", "O", "C", "C", "H", "H", "H", "H", "H", "H", "Cl"],
  "coordinates": [[3.5492, 0.3961, 0.9417], [3.9663, -2.0164, -0.5158], [3.6445, 0.3862, -0.4865], [3.1988, -0.9475, -1.0478], [2.5999, 0.4556, 1.1777], [4.0363, -1.8433, 0.4463], [3.0682, 1.2161, -0.9387], [4.7144, 0.5559, -0.7146], [2.1216, -1.0967, -0.8412], [3.3362, -0.9641, -2.1461], [-0.2212, 0.6771, 1.3465]],
  "mulliken_charge": [-0.5473, -0.5335, -0.4308, -0.2645, 0.2827, 0.3414, 0.2804, 0.2631, 0.2696, 0.2606, -0.9216],
  "spin_multiplicity": 1,
  "homo_lumo_gap_ev": 7.8,
  "total_charge": -1,
  "e_homo_ev": -4.035
}

{
  "formula": "C2H6F3O2P",
  "method": "ωB97M-V/def2-TZVPD",
  "species": ["F", "C", "F", "F", "O", "C", "P", "H", "H", "H", "H", "H", "O", "H"],
  "coordinates": [[2.7565, -0.7808, -0.1135], [1.4422, -0.8626, -0.0819], [1.0955, -2.1229, -0.4376], [1.0125, -0.6674, 1.1593], [0.9157, 0.0154, -0.9780], [-0.3197, 0.6134, -0.6474], [-1.6799, -0.5858, -0.3700], [-0.6228, 1.1835, -1.5268], [-0.2614, 1.3418, 0.2069], [-2.7004, 0.1210, 0.2698], [-1.3015, -1.6252, 0.4773], [-2.2319, -1.0877, -1.5501], [0.6341, 2.5940, 1.7623], [1.2612, 1.8635, 1.8298]],
  "mulliken_charge": [-0.2333, 0.7847, -0.2501, -0.1808, -0.3216, -0.2593, 0.1287, 0.3722, 0.2719, 0.1974, 0.1945, 0.1548, -1.0269, 0.1678],
  "spin_multiplicity": 1,
  "homo_lumo_gap_ev": 5.5,
  "total_charge": 0,
  "e_homo_ev": -6.103
}

{
  "formula": "C2H6F5NO4PtTe",
  "method": "ωB97M-V/def2-TZVPD",
  "species": ["Pt", "N", "C", "C", "O", "O", "H", "H", "H", "H", "O", "H", "H", "F", "Te", "F", "F", "F", "F", "O"],
  "coordinates": [[0.0865, -0.7306, -0.8827], [1.3044, 0.8066, -0.5375], [1.3384, 1.7223, -1.7234], [0.3431, 1.3063, -2.8034], [0.2468, 1.9573, -3.8097], [-0.3726, 0.2371, -2.5386], [0.9575, 1.2963, 0.2844], [2.2309, 0.4609, -0.3099], [2.3445, 1.7318, -2.1358], [1.1063, 2.7347, -1.4000], [-1.4398, 0.7067, 1.3110], [-1.3644, -0.0273, 1.9309], [-2.3787, 0.7679, 1.1081], [1.6291, -3.3222, -1.1697], [0.3591, -3.5407, 0.1729], [1.6498, -4.3107, 1.2371], [-0.0154, -5.1340, -0.6593], [-0.9122, -2.7104, -1.0638], [-0.9490, -4.0403, 1.3781], [0.5148, -1.8250, 0.8130]],
  "mulliken_charge": [1.0135, -0.5713, -0.3649, 0.5821, -0.6075, -0.5186, 0.3784, 0.3479, 0.2785, 0.2815, -0.6107, 0.3198, 0.3077, -0.3740, 2.0714, -0.3943, -0.3580, -0.5741, -0.3934, -0.8140],
  "spin_multiplicity": 1,
  "homo_lumo_gap_ev": 8.4,
  "total_charge": 0,
  "de_lowest_kj_mol": 39.5,
  "e_homo_ev": -9.699
}

{
  "formula": "C2H6F6NaO9S2",
  "method": "ωB97M-V/def2-TZVPD",
  "species": ["Na", "C", "F", "F", "F", "S", "O", "O", "O", "C", "F", "F", "F", "S", "O", "O", "O", "O", "H", "H", "O", "H", "H", "O", "H", "H"],
  "coordinates": [[1.1541, 0.0345, 0.2703], [-2.0709, 0.0263, 2.0093], [-0.9865, 0.2787, 2.7743], [-2.9544, -0.5216, 2.7976], [-2.5343, 1.0584, 1.2971], [-1.4381, -1.3098, 0.6891], [-0.0287, -0.8961, 0.5281], [-1.5055, -2.6034, 1.3566], [-2.2524, -1.2685, -0.5018], [-1.3631, 0.9933, -1.6639], [-2.4606, 0.6125, -2.2701], [-1.0955, 2.2934, -1.9149], [-1.5013, 0.9175, -0.3181], [0.2057, -0.1595, -2.2065], [1.3599, 0.4178, -1.4380], [-0.1369, -1.5521, -1.9839], [0.3425, 0.0899, -3.6267], [3.1769, 0.5128, 0.5251], [3.7942, 1.1896, 0.8028], [3.7047, -0.2834, 0.4650], [1.8161, -1.3306, -0.3098], [2.6330, -1.7394, -0.0241], [1.3702, -2.0116, -0.8134], [0.3616, 1.4011, 1.0453], [-0.5231, 1.7193, 1.2252], [0.9325, 2.1309, 1.2853]],
  "mulliken_charge": [1.2638, 0.5730, -0.2420, -0.2483, -0.1855, 1.1766, -0.5230, -0.7874, -0.6930, 0.4530, -0.2281, -0.2855, -0.1118, 1.0156, -0.6999, -0.6418, -0.7436, -0.4909, 0.2279, 0.2213, -0.4641, 0.1224, 0.2529, -0.3810, 0.2133, 0.2063],
  "spin_multiplicity": 1,
  "homo_lumo_gap_ev": 7.3,
  "total_charge": -1,
  "de_lowest_kj_mol": 1236.2,
  "e_homo_ev": -5.596
}

{
  "formula": "C2H6FOP",
  "method": "ωB97M-V/def2-TZVPD",
  "species": ["O", "C", "C", "F", "P", "H", "H", "H", "H", "H", "H"],
  "coordinates": [[1.0825, 1.7330, -0.5520], [0.8638, 0.4007, -0.0439], [-0.6867, 0.1191, -0.1170], [-0.9219, -0.3306, -1.3956], [-1.1420, -1.2369, 1.0944], [1.9818, 1.9614, -0.6432], [1.2698, 0.4356, 0.9341], [1.3517, -0.4202, -0.5097], [-1.3018, 0.9255, 0.1858], [-0.2000, -2.0654, 0.5599], [-2.2971, -1.5221, 0.4872]],
  "mulliken_charge": [-0.5127, -0.5916, -0.0305, -0.2782, -0.0494, 0.2827, 0.3947, 0.3669, 0.3719, 0.0182, 0.0280],
  "spin_multiplicity": 1,
  "homo_lumo_gap_ev": 10.5,
  "total_charge": 0,
  "smiles": "OC[C@@H](F)P",
  "de_lowest_kj_mol": 327.8,
  "e_homo_ev": -9.664
}

{
  "formula": "C2H6I2NP",
  "method": "ωB97M-V/def2-TZVPD",
  "species": ["C", "C", "N", "P", "I", "I", "H", "H", "H", "H", "H", "H"],
  "coordinates": [[1.8115, -0.0002, 0.1317], [0.5466, 0.2893, -0.5782], [-0.5446, -0.5202, -0.4227], [-2.4002, -0.0048, 1.2807], [-2.6692, 2.0930, 0.1978], [-3.8760, -1.4679, 0.1490], [2.6891, 0.4138, -0.3029], [1.9621, 0.2652, 1.2787], [1.7439, -1.1479, 0.2537], [0.3910, 1.3823, -0.4074], [0.7624, 0.1415, -1.6830], [-0.4165, -1.4441, 0.1026]],
  "mulliken_charge": [-1.0846, 0.0484, -0.4242, -0.0606, 0.0065, 0.0056, 0.3343, 0.2465, 0.2404, 0.2196, 0.1970, 0.2710],
  "spin_multiplicity": 3,
  "s_squared": 2.01,
  "homo_lumo_gap_ev": [7.0, 7.4],
  "total_charge": 0,
  "de_lowest_kj_mol": 81.6,
  "e_homo_ev": [-7.158, -9.341]
}

{
  "formula": "C2H6IN2",
  "method": "ωB97M-V/def2-TZVPD",
  "species": ["C", "C", "N", "N", "I", "H", "H", "H", "H", "H", "H"],
  "coordinates": [[-0.1386, 1.2397, 0.0906], [-0.3283, -1.5305, 0.6392], [0.6315, 1.9987, -0.5161], [0.1874, -0.8484, -0.4141], [2.1938, 1.1530, -1.6662], [-1.1420, 1.4939, 0.6206], [-0.3180, -2.5996, 0.5924], [-1.3427, -1.4998, 0.9953], [0.2370, -1.5026, 1.4849], [0.4997, 2.9525, -0.6635], [-0.4798, -0.8568, -1.1631]],
  "mulliken_charge": [0.2279, -1.0598, -0.3849, -0.3020, 0.3690, 0.3460, 0.4105, 0.3617, 0.4451, 0.3151, 0.2715],
  "spin_multiplicity": 1,
  "homo_lumo_gap_ev": 8.1,
  "total_charge": 1,
  "de_lowest_kj_mol": 528.9,
  "e_homo_ev": -14.249
}